Entry 1:
DFT (wB97M-V/def2-TZVPD) results for a structure of composition C32H18Cl2FN5O4Pr in a non-equilibrium geometry.

Geometry (Å):
Pr  -0.434  -0.253  -0.515
Cl  -5.274  -0.926  -5.982
Cl  -6.650  -2.526  -3.639
F  5.561  2.607  0.208
O  -0.250  3.122  2.303
O  -3.082  -3.794  -0.309
O  0.579  -1.253  1.473
O  -1.538  1.776  -4.128
N  1.319  -0.070  -3.139
N  -0.104  0.928  1.630
N  -2.462  -1.618  -0.840
N  -1.313  -0.128  -2.814
N  -2.274  -1.007  1.702
C  2.401  -0.045  5.398
C  0.993  1.497  3.609
C  -3.124  -1.512  -2.051
C  4.349  2.013  -0.013
C  1.856  0.781  -0.537
C  -2.562  -0.673  -3.054
C  -2.675  -2.859  3.742
C  1.915  -0.651  4.244
C  2.034  2.181  -0.546
C  -3.240  -0.533  -4.265
C  -2.677  -2.667  -0.027
C  4.257  0.639  0.034
C  -2.311  -0.633  2.971
C  3.322  0.923  -4.000
C  -2.496  -1.513  4.025
C  2.621  2.038  -4.433
C  -2.460  -2.302  1.427
C  -2.677  -3.257  2.421
C  2.626  -0.092  -3.361
C  -4.378  -2.080  -2.265
C  0.636  0.989  -3.592
C  3.026  0.055  -0.230
C  1.485  2.102  4.744
C  2.193  1.303  5.641
C  1.252  2.060  -4.239
C  0.543  -0.167  2.076
C  -0.877  0.929  -3.525
C  1.213  0.141  3.365
C  -5.062  -1.867  -3.447
C  -4.472  -1.129  -4.462
C  0.146  1.990  2.468
C  3.249  2.800  -0.288
H  -2.206  0.429  3.152
H  1.329  3.153  4.942
H  2.064  -1.700  4.040
H  -2.514  -1.142  5.036
H  4.384  0.837  -4.160
H  2.584  1.746  6.546
H  0.635  2.880  -4.575
H  -2.844  -3.573  4.535
H  3.351  3.876  -0.312
H  -4.830  -2.683  -1.494
H  5.137  0.052  0.259
H  3.146  -0.981  -3.026
H  -2.857  -4.278  2.123
H  2.950  -0.633  6.120
H  1.184  2.823  -0.788
H  2.976  -1.032  -0.198
H  3.129  2.859  -4.922
H  -2.799  0.049  -5.059

Cartesian forces, eV/Å:
Pr -0.2 0.2 -0.4
Cl -0.1 0.1 -0.3
Cl -0.2 -0.2 0.0
F -0.2 0.0 0.0
O 0.0 -0.1 0.2
O 0.0 0.1 0.2
O 0.1 -0.3 0.0
O 0.2 -0.1 0.0
N -0.3 0.2 -0.3
N -0.1 -0.3 -0.3
N 0.3 -0.1 0.1
N 0.1 0.1 0.3
N 0.1 -0.4 -0.3
C 0.1 -0.1 0.0
C 0.1 -0.6 0.1
C -0.2 0.1 -0.8
C 0.0 0.0 0.0
C 0.8 0.4 0.5
C -0.8 -0.4 0.1
C 0.0 0.1 -0.1
C -0.1 0.0 -0.1
C -0.3 -0.5 -0.2
C 0.0 -0.1 0.1
C -0.1 0.0 -0.3
C 0.2 0.1 0.0
C 0.0 0.1 0.3
C -0.1 0.0 0.0
C -0.1 0.0 -0.1
C -0.1 -0.2 0.1
C -0.4 0.0 0.4
C 0.2 0.0 -0.2
C 0.2 -0.1 -0.1
C 0.1 0.1 0.0
C 0.4 0.0 -0.3
C -0.5 0.1 -0.1
C -0.1 0.0 -0.1
C 0.0 0.2 0.0
C -0.1 0.0 0.2
C 0.1 0.5 0.5
C -0.1 0.0 -0.1
C 0.2 0.3 0.4
C 0.2 0.1 -0.1
C 0.0 0.0 0.2
C 0.0 0.5 -0.1
C 0.2 0.1 -0.1
H 0.1 0.0 0.0
H -0.1 0.1 -0.1
H 0.1 -0.1 0.0
H 0.0 0.1 0.1
H 0.1 0.0 0.0
H 0.0 0.0 0.1
H -0.1 0.0 0.0
H 0.0 -0.1 0.1
H 0.0 0.1 0.0
H 0.0 -0.1 0.0
H 0.1 0.0 0.0
H 0.1 0.0 0.1
H 0.0 -0.1 -0.1
H 0.0 0.0 0.0
H 0.1 0.0 0.1
H 0.0 -0.1 0.1
H 0.0 0.0 0.0
H -0.1 0.1 0.0

Results
LUMO level (alpha / beta) (eV): 1.88 / 1.88
Multiplicity: 3
Total charge: -1
HOMO energy (alpha / beta) (eV): -4.55 / -4.56
Gap between HOMO and LUMO (alpha / beta) (eV): 6.43 / 6.44

Entry 2:
DFT (wB97M-V/def2-TZVPD) results for a cluster of 19 separate species, C43H60BCl55F3N5O5P in total in a non-equilibrium geometry.

Geometry (Å):
Cl  -8.578  -2.411  0.904
Cl  6.833  -7.827  -3.633
Cl  -1.781  9.485  7.530
Cl  -7.228  -5.729  2.809
Cl  7.851  -2.838  2.573
Cl  4.648  1.725  -6.859
Cl  0.463  6.247  -6.000
Cl  0.606  -2.854  6.037
Cl  -4.028  7.100  3.407
Cl  -3.477  3.409  -4.728
Cl  7.183  -6.355  -1.149
Cl  -6.325  3.919  -5.030
Cl  0.260  -7.724  0.171
Cl  -5.021  7.019  12.321
Cl  2.435  -11.442  -1.291
Cl  1.906  -3.213  -0.990
Cl  -4.743  5.547  -3.212
Cl  9.356  -4.803  1.046
Cl  -10.320  -5.752  2.222
Cl  -1.562  4.656  2.926
Cl  2.018  1.060  3.922
Cl  0.156  8.787  9.586
Cl  -5.062  -5.404  4.725
Cl  10.678  -2.401  2.032
Cl  -6.926  -3.222  4.253
Cl  0.546  -5.219  1.624
Cl  -10.091  -8.646  2.033
Cl  -12.868  -3.574  3.414
Cl  -5.616  5.277  10.068
Cl  5.711  -5.157  -3.355
Cl  -2.018  -3.015  7.281
Cl  -8.767  0.488  1.078
Cl  9.842  -1.065  -6.206
Cl  3.121  -8.616  -1.254
Cl  4.086  2.773  2.811
Cl  -12.392  -7.452  3.353
Cl  -3.808  8.181  6.099
Cl  6.500  -0.459  -6.344
Cl  -1.233  -4.980  5.285
Cl  -0.963  6.414  5.167
Cl  10.572  1.750  -6.195
Cl  5.219  -10.618  -1.472
Cl  0.824  4.211  4.529
Cl  -15.595  -3.160  4.338
Cl  -10.865  -1.179  2.213
Cl  0.692  7.358  -3.322
Cl  2.431  -7.387  2.073
Cl  -14.247  -1.085  2.809
Cl  4.359  -0.796  -8.283
Cl  -5.385  5.783  5.619
Cl  -2.676  8.293  10.027
Cl  4.315  -0.119  2.591
Cl  -0.898  4.962  -3.772
Cl  12.643  -0.288  -6.336
Cl  -3.233  4.817  11.672
P  1.007  -1.495  -0.130
F  -3.282  -2.060  2.357
F  -2.466  -0.495  3.767
F  -0.974  -1.591  2.471
O  2.222  -0.420  0.479
O  0.418  0.181  -5.031
O  8.916  0.409  -2.564
O  0.713  2.201  -0.514
O  -2.467  0.019  1.565
N  6.739  -0.060  -1.691
N  -4.247  3.088  -0.858
N  -0.843  2.381  1.104
N  -1.339  1.199  -3.690
N  -0.008  -0.521  -1.392
C  5.505  0.344  -7.565
C  0.917  0.311  -2.291
C  9.428  -3.613  2.353
C  -4.517  -2.245  -4.800
C  -10.662  -7.294  3.021
C  3.746  1.225  3.594
C  6.104  -6.666  -2.516
C  -1.092  -3.293  5.800
C  2.481  4.056  -2.281
C  -9.132  -1.044  1.884
C  -0.720  1.886  -0.349
C  3.633  -10.244  -0.784
C  8.969  -0.770  -0.405
C  6.181  -0.936  -2.803
C  -2.142  -0.381  0.173
C  -4.858  7.336  4.953
C  -14.043  -2.385  3.992
C  -2.289  -1.042  2.458
C  -1.380  8.347  8.826
C  -3.083  -2.199  -5.348
C  4.814  -0.164  -3.269
C  -4.742  4.649  -4.736
C  -3.243  2.369  -1.300
C  -4.914  5.369  11.690
C  -1.732  2.821  -1.101
C  -4.711  -2.146  -3.279
C  3.582  -0.655  -2.295
C  -0.363  6.506  -4.457
C  -2.010  -1.814  -2.821
C  1.171  1.834  -1.833
C  -0.856  4.761  4.547
C  -6.076  -4.593  3.524
C  1.402  -6.579  0.883
C  -3.490  -1.956  -2.356
C  2.173  -0.391  -2.939
C  -1.919  -1.999  -4.392
C  2.638  2.449  -1.973
C  8.200  -0.101  -1.660
C  11.048  0.123  -5.690
C  -0.693  -1.673  -2.010
C  -0.755  0.300  -0.332
C  3.873  4.627  -2.915
C  3.566  2.422  -0.671
B  0.045  0.598  -3.701
H  -3.710  -1.945  -1.245
H  2.036  -6.190  0.089
H  3.958  3.474  -0.396
H  -0.402  3.321  1.085
H  4.066  4.012  -3.861
H  -0.858  -1.995  -4.844
H  -1.242  7.122  -4.638
H  6.316  -0.357  -0.803
H  8.272  -1.292  0.328
H  -1.416  3.221  -2.143
H  3.713  -10.277  0.301
H  -2.850  -2.305  -6.470
H  -0.842  -2.511  -1.212
H  -1.502  -2.660  5.016
H  3.264  2.099  -2.853
H  -3.056  -0.121  -0.430
H  9.685  -4.132  3.274
H  3.869  -0.168  -1.317
H  4.529  1.810  -0.871
H  0.988  0.829  -5.495
H  1.696  4.273  -3.078
H  11.102  0.104  -4.603
H  -1.275  7.355  8.390
H  -5.440  -2.360  -5.464
H  -3.536  1.396  -1.845
H  -2.082  -1.524  0.264
H  -10.128  -7.313  3.970
H  2.495  0.344  -3.783
H  4.732  4.626  -2.170
H  -5.789  -2.225  -2.886
H  3.861  -1.773  -2.183
H  2.640  -0.831  1.278
H  9.490  0.077  0.174
H  -1.983  0.690  -4.313
H  1.891  -1.336  -3.546
H  -1.423  4.110  5.210
H  5.180  -7.095  -2.132
H  2.260  4.570  -1.273
H  4.281  1.197  4.542
H  -13.664  -1.951  4.916
H  -1.865  2.474  1.251
H  -5.431  -4.215  2.733
H  6.932  -1.033  -3.670
H  5.063  0.948  -3.094
H  5.979  -1.958  -2.341
H  -3.927  3.958  -0.402
H  0.082  -2.170  -2.718
H  -8.601  -1.067  2.834
H  6.160  0.714  -8.352
H  -0.232  0.178  0.717
H  9.759  -1.483  -0.809
H  -4.532  5.347  -5.544
H  -5.482  4.714  12.347
H  -5.740  7.950  4.778
H  0.572  2.566  -2.516
H  3.602  5.686  -3.291
H  4.570  -0.304  -4.372
H  3.108  1.992  0.270
H  -1.306  2.157  -4.099
H  -1.822  3.821  -0.520

Cartesian forces, eV/Å:
Cl 0.0 0.0 0.1
Cl -0.1 0.1 0.1
Cl 0.6 0.3 0.4
Cl 0.4 0.2 0.1
Cl 0.0 -0.1 0.1
Cl 0.0 0.0 0.0
Cl -0.1 0.0 0.2
Cl -0.1 0.0 -0.1
Cl -0.2 0.1 0.1
Cl -0.4 -0.2 -0.2
Cl -0.2 0.0 -0.1
Cl 0.2 0.1 0.0
Cl -0.1 0.2 0.1
Cl 0.0 -0.2 0.0
Cl 0.1 0.2 0.1
Cl 0.2 1.1 -0.2
Cl 0.1 0.0 -0.2
Cl 0.1 0.1 0.1
Cl -0.3 -0.1 0.0
Cl -0.1 0.2 0.3
Cl 0.2 -0.1 -0.1
Cl -0.1 -0.1 -0.1
Cl 0.0 0.1 -0.1
Cl -0.1 -0.2 0.1
Cl 0.1 0.0 0.0
Cl 0.0 0.0 0.0
Cl 0.0 0.1 0.1
Cl -0.2 0.0 0.1
Cl 0.0 0.0 0.1
Cl -0.1 0.0 0.0
Cl 0.1 0.0 -0.2
Cl 0.0 -0.1 0.1
Cl 0.1 0.0 0.1
Cl 0.2 0.0 -0.2
Cl 0.0 -0.2 0.2
Cl 0.2 0.0 0.0
Cl -0.7 -0.4 -0.5
Cl -0.1 0.2 -0.3
Cl 0.0 0.2 0.0
Cl 0.0 -0.2 -0.1
Cl 0.0 -0.1 0.1
Cl -0.2 0.1 0.1
Cl -0.2 0.0 0.0
Cl 0.1 0.1 0.0
Cl 0.4 0.1 -0.1
Cl -0.2 -0.1 -0.1
Cl -0.1 0.1 -0.1
Cl 0.0 -0.1 0.1
Cl 0.1 0.1 0.0
Cl 0.0 0.1 -0.1
Cl 0.1 -0.1 -0.2
Cl 0.4 -0.1 0.2
Cl 0.1 0.4 0.0
Cl -0.1 0.0 0.1
Cl -0.1 0.0 0.0
P 1.4 -0.4 3.6
F 2.9 2.1 -0.3
F 0.4 -1.4 -3.2
F -3.3 0.8 -0.5
O -1.9 -2.0 -2.0
O 0.8 1.0 1.7
O -2.9 -1.9 2.6
O -1.4 -1.3 -1.6
O 1.1 -2.5 0.4
N 1.9 -1.3 -0.5
N 2.2 -1.5 -1.1
N -0.5 -1.3 -1.5
N 0.7 0.3 0.3
N 1.5 1.4 1.1
C 0.0 -0.2 0.0
C -0.2 1.2 -3.3
C 0.1 0.0 -0.1
C 2.7 0.4 2.5
C -0.1 0.0 0.0
C -0.3 0.4 0.1
C 0.1 -0.2 0.0
C -0.1 0.0 0.1
C 1.1 -0.4 0.0
C -0.2 0.1 0.0
C 1.2 1.6 1.8
C 0.1 -0.3 0.0
C -0.6 0.9 -0.1
C -1.0 1.1 -0.4
C -0.6 -0.9 -0.3
C 0.0 0.1 0.1
C 0.0 -0.1 0.0
C -0.5 1.3 2.7
C 0.0 0.0 0.2
C -0.6 0.4 3.1
C 0.2 -0.3 0.5
C -0.3 0.1 0.1
C -1.2 0.8 1.1
C 0.0 0.0 0.0
C -1.0 1.6 -2.0
C 3.1 0.1 -2.0
C 2.8 -0.6 -0.2
C 0.3 0.2 -0.1
C -4.8 -0.1 -4.4
C 0.4 1.9 -0.3
C 0.1 0.2 0.2
C 0.0 -0.2 0.0
C 0.0 -0.2 0.0
C 0.6 0.0 -1.7
C 1.4 -0.1 -1.2
C -1.2 0.1 1.2
C 0.7 2.1 0.4
C 2.2 1.0 -0.7
C 0.1 0.1 0.1
C -0.7 -4.4 -1.5
C -1.6 0.0 3.5
C -1.8 0.2 -0.3
C 1.2 -0.5 0.3
B -1.7 -0.2 -1.9
H 0.2 0.0 -1.6
H -0.1 -0.1 0.2
H -0.8 -1.6 -0.5
H -0.5 -0.9 0.0
H 0.2 0.8 1.4
H -1.9 0.0 0.7
H 0.1 -0.2 0.1
H 0.6 0.1 -0.4
H 0.9 0.6 -1.1
H -0.2 -1.3 1.7
H 0.0 0.1 -0.2
H -0.5 0.2 2.1
H 0.5 1.6 -0.9
H 0.1 -0.1 0.2
H -1.2 -0.1 1.0
H 1.2 -0.1 0.6
H -0.1 0.1 -0.2
H -1.1 -0.5 -0.9
H -1.5 0.9 0.3
H -0.3 -0.7 0.2
H 0.8 -0.3 1.3
H -0.1 0.0 -0.2
H 0.0 0.2 0.1
H 1.7 0.2 1.0
H 0.8 1.6 0.7
H 0.3 1.7 -0.9
H -0.1 0.0 -0.2
H -1.0 -1.1 1.4
H -1.1 0.0 -1.2
H 2.1 0.2 -0.4
H -1.1 1.7 0.0
H -0.4 0.3 -0.5
H -0.7 -1.3 -1.0
H 0.6 0.1 0.2
H 0.2 1.5 1.1
H 0.1 0.1 -0.2
H 0.2 0.1 -0.1
H 0.0 -0.6 -1.8
H -0.1 -0.1 -0.2
H -0.1 -0.1 -0.2
H 0.9 0.2 0.4
H -0.1 0.0 0.2
H -1.1 0.3 1.5
H -0.5 -1.7 -0.4
H 0.1 1.1 -1.0
H 0.0 -0.4 -0.1
H -1.1 1.1 1.2
H -0.1 0.0 -0.2
H -0.1 0.0 0.2
H -0.1 0.2 -2.0
H -1.1 1.0 0.5
H 0.0 -0.2 0.1
H 0.1 0.1 -0.1
H 0.2 -0.2 0.0
H 0.7 -1.6 0.6
H 0.9 -1.5 0.8
H 0.3 -0.1 1.4
H 0.2 0.5 -1.4
H 0.0 -0.8 0.6
H 0.3 -1.8 -0.7

Results
LUMO level (eV): -3.02
Total charge: +1
HOMO energy (eV): -11.35
Gap between HOMO and LUMO (eV): 8.34

Entry 3:
DFT (wB97M-V/def2-TZVPD) results for a cluster of 2 separate species, C5H11N in total.

Geometry (Å):
N  1.016  -0.121  0.471
C  -1.114  1.570  -1.504
C  -0.169  -0.562  0.811
C  -1.004  -1.709  0.379
C  2.030  0.074  -0.328
C  0.696  -0.066  1.894
H  2.881  0.629  0.042
H  -1.964  -1.699  0.902
H  -0.528  -2.685  0.559
H  1.322  -0.722  2.514
H  0.531  0.927  2.319
H  -1.536  1.400  -0.511
H  1.966  -0.273  -1.351
H  -1.436  2.542  -1.887
H  -1.454  0.781  -2.181
H  -1.214  -1.631  -0.694
H  -0.022  1.544  -1.435

Cartesian forces, eV/Å:
N -0.3 -0.1 0.0
C 0.0 0.0 0.0
C 0.2 -0.1 -0.2
C -0.1 0.0 0.0
C 0.1 0.0 -0.1
C 0.1 0.1 0.3
H -0.1 -0.1 0.0
H 0.1 0.0 -0.1
H 0.0 0.1 0.0
H -0.1 0.0 -0.1
H 0.0 -0.2 -0.1
H 0.0 0.1 -0.2
H 0.0 0.0 0.1
H 0.0 -0.1 0.0
H 0.0 0.1 0.1
H 0.0 0.0 0.2
H -0.2 0.0 0.0

Results
LUMO level (eV): 0.95
HOMO energy (eV): -6.89
Gap between HOMO and LUMO (eV): 7.85

Entry 4:
DFT (wB97M-V/def2-TZVPD) results for the ion C10H25N2Si with charge +1 in a non-equilibrium geometry.

Geometry (Å):
Si  0.281  -0.881  0.598
N  -4.015  0.453  0.608
N  1.279  0.328  -0.114
C  -1.761  -0.568  0.859
C  2.674  0.442  -0.582
C  -2.217  1.634  -0.498
C  -2.864  0.243  -0.124
C  3.125  1.798  -0.208
C  0.942  -2.535  1.110
C  3.557  -0.606  0.008
C  2.778  0.307  -2.142
C  -2.097  -0.027  2.264
C  -2.945  -0.702  -1.207
H  -1.726  2.087  0.482
H  1.600  -2.518  1.984
H  -2.025  -0.898  -1.800
H  3.077  2.015  0.861
H  2.969  -0.705  -2.413
H  -2.908  -0.633  2.719
H  -4.377  1.337  0.864
H  0.913  1.292  -0.079
H  -3.554  -0.490  -2.131
H  4.593  -0.414  -0.226
H  3.673  0.945  -2.480
H  -1.192  -0.114  2.763
H  2.680  2.518  -0.829
H  -3.001  2.376  -0.764
H  -2.081  -1.703  0.897
H  4.130  2.007  -0.393
H  -4.821  -0.207  0.425
H  1.904  0.733  -2.629
H  3.453  -0.646  1.065
H  -2.331  1.077  2.194
H  0.266  -3.276  1.187
H  3.454  -1.532  -0.415
H  1.535  -2.942  0.312
H  -1.608  1.456  -1.378
H  -3.362  -1.651  -0.788

Cartesian forces, eV/Å:
Si -1.7 1.7 -0.6
N -3.3 -2.6 0.0
N -1.4 -0.8 1.0
C -0.3 -1.2 0.3
C 0.5 -0.8 -1.5
C -0.6 0.0 2.0
C 3.6 1.9 0.6
C 0.2 0.5 1.5
C 2.5 2.3 -0.6
C 0.9 1.4 0.7
C 1.0 2.1 0.5
C -0.4 0.5 -0.9
C -1.5 -2.3 -4.0
H -0.4 -0.9 -2.3
H -0.2 0.2 0.0
H 0.2 -0.1 1.2
H -0.7 0.1 0.0
H -0.1 -0.8 -0.5
H 0.6 0.8 -0.2
H 0.3 0.9 -0.1
H -0.4 -0.8 -0.2
H -0.4 0.5 1.2
H 0.4 0.6 0.1
H -1.2 -1.1 0.4
H 1.4 -0.1 2.1
H -1.3 1.3 -0.4
H 0.4 -0.6 0.0
H 0.7 1.9 -0.4
H 2.0 -0.4 -0.6
H 1.5 1.1 0.3
H -0.1 -0.2 -0.1
H 0.0 -0.1 1.0
H 0.1 -1.4 0.3
H -3.0 -2.2 0.8
H -0.9 -2.6 -0.9
H 0.8 0.2 -0.6
H 0.7 0.4 0.3
H 0.5 0.4 -0.7

Results
LUMO level (eV): -4.03
Total charge: +1
SMILES: C[C@H](/[Si](C)=[NH+]/C(C)(C)C)C(C)(C)N
HOMO energy (eV): -12.18
Gap between HOMO and LUMO (eV): 8.15

Entry 5:
DFT (wB97M-V/def2-TZVPD) results for a structure of composition C3H5FI2O in a non-equilibrium geometry.

Geometry (Å):
I  1.896  -1.974  0.148
I  2.683  1.455  0.218
F  1.228  0.146  -1.796
O  -0.431  1.668  -0.100
C  -0.030  0.308  0.281
C  1.244  0.024  -0.485
C  -1.151  -0.710  0.137
H  -1.364  1.797  -0.175
H  0.191  0.271  1.358
H  -1.497  -1.140  -0.886
H  -0.813  -1.539  0.666
H  -1.956  -0.306  0.634

Cartesian forces, eV/Å:
I 0.1 0.3 -0.4
I 0.4 0.2 0.1
F -0.8 -0.4 -0.9
O 1.7 -1.0 0.4
C -1.7 1.2 -1.0
C 1.1 0.0 1.8
C 0.7 -0.5 -3.2
H -0.9 -0.4 0.0
H 0.4 0.3 -0.3
H 0.9 1.3 1.4
H 0.2 -1.6 1.0
H -2.1 0.8 1.1

Results
LUMO level (eV): -0.17
HOMO energy (eV): -9.18
Gap between HOMO and LUMO (eV): 9.00